ORCA calculation (ωB97M-V/def2-TZVPD) on a structure of composition C5H10O.

## Properties
charge = 0
gap between HOMO and LUMO = 0.350 Eh
E_HOMO = -8.9804 eV
LUMO level = 0.020 Ha

Element x y z (Å)
O  1.118  0.444  1.610
C  0.628  -0.579  1.039
C  0.879  -0.570  -0.994
C  0.058  0.546  -1.096
C  -1.208  0.432  -0.273
C  -0.895  -0.611  0.825
H  1.064  1.445  0.613
H  1.160  -1.529  1.181
H  1.866  -0.558  -1.451
H  0.414  -1.550  -0.960
H  0.164  1.317  -1.856
H  0.882  1.651  -0.198
H  -1.445  1.403  0.169
H  -2.068  0.144  -0.891
H  -1.402  -0.371  1.764
H  -1.215  -1.615  0.519

Atomic partial charges in e from the natural (NBO) method, atoms 1 to 4:
1. O -0.645
2. C 0.294
3. C -0.514
4. C -0.094

ORCA calculation (ωB97M-V/def2-TZVPD) on a cluster of 2 separate species, C5H10O in total.

## Properties
charge = 0
gap between HOMO and LUMO = 0.355 Eh
E_HOMO = -8.6465 eV
LUMO level = 0.037 Ha

Element x y z (Å)
C  -1.436  0.881  -0.537
C  0.964  -1.051  0.488
C  -1.843  -0.537  -0.131
C  1.384  0.131  1.302
O  2.544  -0.427  0.593
C  1.765  -0.505  -0.650
H  -1.698  1.073  -1.582
H  -0.369  1.092  -0.438
H  -1.957  1.618  0.083
H  -1.362  -1.314  -0.734
H  -1.623  -0.769  0.917
H  -2.922  -0.638  -0.268
H  1.460  0.002  2.380
H  1.218  1.170  0.996
H  2.190  -1.216  -1.358
H  1.622  0.497  -1.073

Atomic partial charges in e from the natural (NBO) method, atoms 1 to 4:
1. C -0.607
2. C 0.001
3. C -0.617
4. C -0.176

ORCA calculation (ωB97M-V/def2-TZVPD) on a cluster of 2 separate species, C5H10O in total.

## Properties
SMILES string = C=C(C)C.C=O
charge = 0
gap between HOMO and LUMO = 0.381 Eh
E_HOMO = -9.5018 eV
LUMO level = 0.032 Ha

Element x y z (Å)
C  0.649  0.128  -1.809
C  0.807  0.211  -0.314
C  1.434  1.474  0.212
C  0.423  -0.776  0.496
C  -2.687  -0.648  1.020
O  -3.070  0.413  1.441
H  0.221  -0.830  -2.119
H  1.614  0.256  -2.315
H  -0.008  0.930  -2.169
H  0.019  -1.706  0.103
H  2.429  1.616  -0.227
H  1.540  1.448  1.300
H  0.837  2.355  -0.056
H  0.522  -0.694  1.576
H  -2.757  -0.921  -0.052
H  -2.250  -1.424  1.680

Atomic partial charges in e from the natural (NBO) method, atoms 1 to 4:
1. C -0.645
2. C 0.043
3. C -0.644
4. C -0.440

ORCA calculation (ωB97M-V/def2-TZVPD) on an isolated molecule of C5H10O.

## Properties
SMILES string = CCC[C@H]1CO1
charge = 0
gap between HOMO and LUMO = 0.405 Eh
E_HOMO = -9.8887 eV
LUMO level = 0.042 Ha

Element x y z (Å)
C  -1.530  1.054  -0.004
C  -1.352  -0.432  0.314
C  0.081  -0.825  0.689
C  1.046  -0.613  -0.438
C  1.909  0.555  -0.538
O  2.402  -0.904  -0.282
H  -0.949  1.355  -0.883
H  -1.201  1.679  0.835
H  -2.580  1.290  -0.206
H  -1.677  -1.032  -0.547
H  -2.013  -0.708  1.144
H  0.127  -1.886  0.953
H  0.420  -0.248  1.559
H  0.763  -1.057  -1.392
H  2.113  0.945  -1.553
H  2.507  0.571  0.365

Atomic partial charges in e from the natural (NBO) method, atoms 1 to 4:
1. C -0.610
2. C -0.391
3. C -0.424
4. C 0.051

ORCA calculation (ωB97M-V/def2-TZVPD) on a structure of composition C5H10O.

## Properties
charge = 0
gap between HOMO and LUMO = 0.340 Eh
E_HOMO = -8.2330 eV
LUMO level = 0.038 Ha

Element x y z (Å)
C  1.851  0.044  -0.616
C  0.844  0.148  0.519
C  -0.386  1.039  0.320
C  -1.283  -0.031  0.603
O  -1.841  -0.178  -1.183
C  -0.158  -1.037  0.700
H  2.362  1.000  -0.775
H  1.350  -0.226  -1.553
H  2.617  -0.713  -0.406
H  1.371  0.348  1.461
H  -0.999  0.671  -0.933
H  -0.509  2.092  0.561
H  -2.256  -0.080  1.088
H  -2.698  0.249  -1.350
H  -0.103  -1.550  1.666
H  -0.163  -1.779  -0.102

Atomic partial charges in e from the natural (NBO) method, atoms 1 to 4:
1. C -0.609
2. C -0.204
3. C -0.572
4. C 0.120

ORCA calculation (ωB97M-V/def2-TZVPD) on a cluster of 2 separate species, C5H10O in total.

## Properties
SMILES string = O[C@@H]1[C@H]2C[C@@H]12.C
charge = 0
gap between HOMO and LUMO = 0.378 Eh
E_HOMO = -9.3351 eV
LUMO level = 0.035 Ha

Element x y z (Å)
C  1.926  -1.197  -1.164
C  -0.200  0.354  0.940
C  -0.500  1.793  1.170
C  -0.891  1.150  -0.113
C  -1.533  -0.076  0.413
O  -1.567  -1.129  -0.504
H  2.039  -1.982  -0.411
H  2.300  -1.557  -2.123
H  2.502  -0.320  -0.857
H  0.750  -0.157  0.893
H  -1.264  2.089  1.894
H  0.350  2.471  1.122
H  -0.591  1.357  -1.130
H  0.869  -0.935  -1.253
H  -2.420  -0.009  1.054
H  -1.581  -1.959  -0.012

Atomic partial charges in e from the natural (NBO) method, atoms 1 to 4:
1. C -0.866
2. C -0.262
3. C -0.396
4. C -0.243

ORCA calculation (ωB97M-V/def2-TZVPD) on a cluster of 2 separate species, C5H10O in total.

## Properties
charge = 0
gap between HOMO and LUMO = 0.324 Eh
E_HOMO = -7.9709 eV
LUMO level = 0.031 Ha

Element x y z (Å)
C  -2.092  0.594  0.035
C  -0.731  -0.901  -0.369
C  0.454  -0.717  0.516
C  1.837  -0.931  -0.092
C  1.414  0.438  0.290
O  1.184  1.320  -0.765
H  -1.918  1.260  -0.797
H  -1.793  0.990  1.004
H  -3.180  0.354  0.074
H  -1.795  -0.866  -0.041
H  -0.496  -0.662  -1.404
H  0.359  -1.049  1.548
H  2.587  -1.440  0.507
H  1.894  -1.139  -1.158
H  1.857  0.885  1.180
H  0.422  1.863  -0.529

Atomic partial charges in e from the natural (NBO) method, atoms 1 to 4:
1. C -0.685
2. C -0.391
3. C -0.307
4. C -0.416

ORCA calculation (ωB97M-V/def2-TZVPD) on an isolated molecule of C5H10O.

## Properties
SMILES string = OCCC1CC1
charge = 0
gap between HOMO and LUMO = 0.411 Eh
E_HOMO = -10.0580 eV
LUMO level = 0.041 Ha

Element x y z (Å)
O  2.176  0.850  -0.143
C  1.967  -0.536  0.015
C  0.523  -0.850  -0.329
C  -0.542  -0.074  0.448
C  -1.886  -0.041  -0.208
C  -1.275  1.254  0.215
H  1.315  1.242  0.064
H  2.224  -0.870  1.036
H  2.633  -1.076  -0.673
H  0.308  -1.910  -0.132
H  0.394  -0.696  -1.407
H  -0.521  -0.298  1.514
H  -1.835  -0.225  -1.280
H  -2.750  -0.465  0.288
H  -1.037  2.008  -0.533
H  -1.695  1.685  1.124

Atomic partial charges in e from the natural (NBO) method, atoms 1 to 4:
1. O -0.718
2. C -0.059
3. C -0.421
4. C -0.253

ORCA calculation (ωB97M-V/def2-TZVPD) on an isolated molecule of C5H10O.

## Properties
charge = 0
gap between HOMO and LUMO = 0.330 Eh
E_HOMO = -8.0231 eV
LUMO level = 0.035 Ha

Element x y z (Å)
C  -1.469  0.692  -0.867
C  -0.653  -0.097  0.121
C  -1.243  -0.317  1.491
C  1.494  -0.284  0.464
O  0.603  0.659  0.168
C  2.554  -0.232  -0.572
H  -0.866  0.850  -1.769
H  -1.723  1.666  -0.442
H  -2.375  0.143  -1.128
H  -0.422  -1.072  -0.333
H  -1.304  0.635  2.024
H  -0.623  -1.008  2.070
H  -2.249  -0.734  1.384
H  3.454  -0.724  -0.217
H  2.101  -0.908  -1.329
H  2.722  0.733  -1.065

Atomic partial charges in e from the natural (NBO) method, atoms 1 to 4:
1. C -0.619
2. C 0.099
3. C -0.640
4. C 0.304

ORCA calculation (ωB97M-V/def2-TZVPD) on an isolated molecule of C5H10O.

## Properties
charge = 0
gap between HOMO and LUMO = 0.318 Eh
E_HOMO = -8.7504 eV
LUMO level = -0.003 Ha

Element x y z (Å)
C  2.233  0.674  -0.138
C  1.049  -0.107  -0.673
C  -0.052  -0.244  0.388
C  -1.366  -0.321  -0.274
C  -2.499  -0.390  0.635
O  0.473  0.560  -1.769
H  2.982  0.818  -0.920
H  1.911  1.658  0.223
H  2.694  0.138  0.701
H  1.385  -1.113  -0.978
H  0.118  -1.040  1.134
H  -0.090  0.696  0.972
H  -0.443  0.182  -1.782
H  -2.683  -1.478  0.566
H  -2.315  -0.117  1.684
H  -3.398  0.086  0.232

Atomic partial charges in e from the natural (NBO) method, atoms 1 to 4:
1. C -0.617
2. C 0.098
3. C -0.619
4. C 0.169

ORCA calculation (ωB97M-V/def2-TZVPD) on an isolated molecule of C5H10O.

## Properties
SMILES string = COCC1CC1
charge = 0
gap between HOMO and LUMO = 0.396 Eh
E_HOMO = -9.6215 eV
LUMO level = 0.043 Ha

Element x y z (Å)
C  2.276  -0.536  -0.238
O  1.686  0.710  0.037
C  0.463  0.626  0.740
C  -0.740  0.712  -0.168
C  -2.063  0.205  0.328
C  -1.357  -0.509  -0.789
H  1.596  -1.219  -0.770
H  3.145  -0.345  -0.873
H  2.615  -1.032  0.686
H  0.417  -0.298  1.341
H  0.450  1.469  1.442
H  -0.760  1.616  -0.772
H  -2.960  0.773  0.099
H  -2.080  -0.277  1.303
H  -0.922  -1.482  -0.576
H  -1.765  -0.413  -1.791

Atomic partial charges in e from the natural (NBO) method, atoms 1 to 4:
1. C -0.247
2. O -0.541
3. C -0.058
4. C -0.255

ORCA calculation (ωB97M-V/def2-TZVPD) on an isolated molecule of C5H10O.

## Properties
SMILES string = COCC1CC1
charge = 0
gap between HOMO and LUMO = 0.397 Eh
E_HOMO = -9.6132 eV
LUMO level = 0.043 Ha

Element x y z (Å)
C  2.269  -0.699  -0.050
O  1.454  0.427  -0.231
C  0.427  0.613  0.720
C  -0.872  0.878  -0.006
C  -2.062  -0.023  0.206
C  -1.266  -0.109  -1.060
H  1.740  -1.507  0.477
H  2.554  -1.070  -1.040
H  3.180  -0.457  0.515
H  0.331  -0.282  1.354
H  0.684  1.451  1.384
H  -1.077  1.922  -0.229
H  -3.059  0.406  0.169
H  -1.950  -0.835  0.921
H  -0.616  -0.968  -1.198
H  -1.688  0.283  -1.979

Atomic partial charges in e from the natural (NBO) method, atoms 1 to 4:
1. C -0.242
2. O -0.548
3. C -0.059
4. C -0.256

ORCA calculation (ωB97M-V/def2-TZVPD) on an isolated molecule of C5H10O.

## Properties
SMILES string = C=CCCOC
charge = 0
gap between HOMO and LUMO = 0.356 Eh
E_HOMO = -8.6343 eV
LUMO level = 0.039 Ha

Element x y z (Å)
C  1.884  -0.913  -0.440
O  0.792  0.007  -0.454
C  0.004  1.131  1.399
C  -1.085  1.241  0.655
C  -1.671  -0.018  0.109
C  -0.525  -0.379  -0.941
H  1.641  -1.827  0.114
H  2.178  -1.149  -1.462
H  2.804  -0.493  0.045
H  0.229  0.196  1.914
H  0.700  1.953  1.493
H  -1.212  2.141  0.059
H  -2.682  0.152  -0.310
H  -1.780  -0.819  0.855
H  -0.522  -1.441  -1.193
H  -0.754  0.217  -1.844

Atomic partial charges in e from the natural (NBO) method, atoms 1 to 4:
1. C -0.245
2. O -0.568
3. C -0.315
4. C -0.247

ORCA calculation (ωB97M-V/def2-TZVPD) on a cluster of 2 separate species, C5H10O in total.

## Properties
SMILES string = C=CC(=C)C.O
charge = 0
gap between HOMO and LUMO = 0.361 Eh
E_HOMO = -9.0737 eV
LUMO level = 0.028 Ha

Element x y z (Å)
C  -1.345  -0.675  -1.071
C  -0.156  0.190  -0.710
C  1.069  -0.226  -1.033
C  0.424  1.948  0.943
C  -0.439  1.386  0.106
H  -2.246  -0.074  -1.139
H  -1.545  -1.403  -0.273
H  -1.212  -1.205  -2.005
H  1.180  -1.157  -1.566
H  1.963  0.365  -0.896
H  1.405  1.509  1.069
H  0.123  2.806  1.525
H  -1.434  1.795  -0.038
H  0.350  -1.259  1.229
H  1.159  -2.402  1.796
O  0.704  -1.597  2.062

Atomic partial charges in e from the natural (NBO) method, atoms 1 to 4:
1. C -0.641
2. C -0.039
3. C -0.399
4. C -0.345

ORCA calculation (ωB97M-V/def2-TZVPD) on an isolated molecule of C5H10O.

## Properties
charge = 0
gap between HOMO and LUMO = 0.285 Eh
E_HOMO = -6.8206 eV
LUMO level = 0.035 Ha

Element x y z (Å)
C  -0.613  1.791  -0.803
C  -0.595  0.650  0.205
C  -0.614  -0.767  -0.453
C  0.674  -2.248  0.291
O  1.046  -0.742  -0.080
C  0.778  0.363  0.808
H  -1.583  1.855  -1.309
H  -0.425  2.754  -0.317
H  0.159  1.638  -1.566
H  -1.395  0.774  0.943
H  -1.393  -1.402  -0.046
H  -0.587  -0.827  -1.539
H  1.583  -2.774  -0.030
H  0.656  -2.255  1.393
H  0.775  0.055  1.859
H  1.535  1.136  0.645

Atomic partial charges in e from the natural (NBO) method, atoms 1 to 4:
1. C -0.607
2. C -0.306
3. C -0.026
4. C -0.459

ORCA calculation (ωB97M-V/def2-TZVPD) on a cluster of 2 separate species, C5H10O in total.

## Properties
charge = 0
gap between HOMO and LUMO = 0.346 Eh
E_HOMO = -8.4978 eV
LUMO level = 0.034 Ha

Element x y z (Å)
C  -2.061  -1.292  0.304
O  -1.589  -0.275  1.212
C  -1.367  0.952  0.840
C  1.488  1.853  -0.196
C  1.362  0.666  -0.784
C  1.481  -0.647  -0.055
H  -2.690  -1.973  0.880
H  -1.196  -1.828  -0.093
H  -2.628  -0.829  -0.509
H  -1.619  1.002  -0.261
H  1.673  1.944  0.872
H  1.415  2.780  -0.760
H  1.177  0.624  -1.857
H  0.984  -1.457  -0.600
H  1.039  -0.581  0.945
H  2.530  -0.941  0.062

Atomic partial charges in e from the natural (NBO) method, atoms 1 to 4:
1. C -0.272
2. O -0.487
3. C 0.131
4. C -0.378

ORCA calculation (ωB97M-V/def2-TZVPD) on a cluster of 2 separate species, C5H10O in total.

## Properties
charge = 0
gap between HOMO and LUMO (alpha / beta) = 0.281 / 0.281 Eh
E_HOMO (alpha / beta) = -7.4863 / -7.4885 eV
LUMO level (alpha / beta) = 0.006 / 0.006 Ha

Element x y z (Å)
C  -1.563  1.215  -1.247
C  -0.498  -0.346  0.171
C  -0.478  -1.151  1.448
C  0.636  0.345  -0.292
O  0.466  1.298  -1.097
C  2.059  -0.009  0.067
H  -1.569  0.527  -2.085
H  -1.391  2.243  -1.535
H  -2.408  1.093  -0.576
H  -1.040  -0.827  -0.638
H  0.297  -0.790  2.134
H  -0.293  -2.219  1.262
H  -1.432  -1.082  1.985
H  2.380  0.546  0.956
H  2.193  -1.078  0.260
H  2.698  0.300  -0.763

Atomic partial charges in e from the natural (NBO) method, atoms 1 to 4:
1. C -0.334
2. C -0.407
3. C -0.641
4. C 0.495

ORCA calculation (ωB97M-V/def2-TZVPD) on an isolated molecule of C5H10O.

## Properties
SMILES string = C[C@@H]1C[C@H]1CO
charge = 0
gap between HOMO and LUMO = 0.387 Eh
E_HOMO = -9.4008 eV
LUMO level = 0.041 Ha

Element x y z (Å)
C  -0.113  -0.192  2.067
C  -0.032  -0.406  0.559
C  -0.393  0.674  -0.399
C  -0.583  0.037  -1.794
O  0.426  -0.927  -2.010
C  1.080  0.659  -0.196
H  -1.142  -0.107  2.438
H  0.398  0.733  2.292
H  0.342  -0.996  2.666
H  -0.488  -1.405  0.364
H  0.373  -1.471  -1.217
H  -1.050  1.497  -0.148
H  -0.479  0.793  -2.580
H  -1.557  -0.460  -1.895
H  1.675  0.773  -1.128
H  1.644  1.126  0.595

Atomic partial charges in e from the natural (NBO) method, atoms 1 to 4:
1. C -0.616
2. C -0.224
3. C -0.299
4. C -0.057

ORCA calculation (ωB97M-V/def2-TZVPD) on a cluster of 2 separate species, C5H10O in total.

## Properties
charge = 0
gap between HOMO and LUMO = 0.346 Eh
E_HOMO = -8.6563 eV
LUMO level = 0.028 Ha

Element x y z (Å)
O  -2.873  -0.041  0.143
C  -2.302  -0.535  1.219
C  -0.048  0.645  0.389
C  1.416  0.354  0.729
C  1.644  -0.011  -0.751
C  0.115  -0.218  -0.895
H  -2.568  -0.431  -0.698
H  -0.769  0.422  1.192
H  -1.634  -1.377  0.898
H  -0.240  1.686  0.115
H  1.486  -0.531  1.372
H  1.995  1.166  1.173
H  1.979  0.858  -1.325
H  2.296  -0.860  -0.975
H  -0.153  -1.275  -0.763
H  -0.345  0.148  -1.822

Atomic partial charges in e from the natural (NBO) method, atoms 1 to 4:
1. O -0.646
2. C 0.090
3. C -0.383
4. C -0.402

ORCA calculation (ωB97M-V/def2-TZVPD) on an isolated molecule of C5H10O.

## Properties
SMILES string = CCOC1CC1
charge = 0
gap between HOMO and LUMO = 0.376 Eh
E_HOMO = -9.0016 eV
LUMO level = 0.045 Ha

Element x y z (Å)
C  2.462  0.263  -0.437
C  1.405  -0.241  0.530
O  0.208  0.513  0.440
C  -0.936  -0.256  0.255
C  -2.294  0.260  0.596
C  -1.889  0.048  -0.851
H  3.381  -0.318  -0.295
H  2.695  1.318  -0.264
H  2.135  0.147  -1.475
H  1.198  -1.300  0.317
H  1.772  -0.179  1.563
H  -0.805  -1.317  0.473
H  -2.962  -0.424  1.113
H  -2.415  1.293  0.905
H  -2.245  -0.770  -1.467
H  -1.711  0.966  -1.402

Atomic partial charges in e from the natural (NBO) method, atoms 1 to 4:
1. C -0.625
2. C -0.053
3. O -0.529
4. C 0.092